Below is 12 unconnected molecules or ions with the total composition C43H60N4O34P at a distorted geometry, with properties calculated with ωB97M-V with the def2-TZVPD basis set.

Each line ends with the Löwdin charge.
Atoms and positions in Å:
C 4.68 -1.41 3.99  -0.103
N 4.42 -1.12 2.58  -0.088
C 3.37 -0.12 2.38  -0.155
C 1.97 -0.55 2.87  -0.137
C 1.41 0.18 3.93  0.034
C 0.17 -0.16 4.43  0.056
C -0.49 -1.28 3.85  -0.239
N -1.78 -1.66 4.35  0.155
C -1.72 -1.77 5.58  -0.263
O -1.62 -1.68 6.74  0.205
C 0.11 -1.96 2.81  -0.235
P -0.82 -3.43 2.11  0.950
C 0.11 -5.01 2.41  -0.278
C -1.21 -3.17 0.32  -0.295
N 1.34 -1.57 2.31  -0.055
N 1.82 -2.32 1.25  0.145
H 5.41 -0.71 4.44  0.087
H 5.18 -2.39 4.02  0.090
H 3.78 -1.51 4.62  0.078
H 4.29 -1.95 2.03  0.069
H 3.30 0.17 1.32  0.128
H 3.68 0.78 2.93  0.097
H 1.92 1.04 4.37  0.136
H -0.29 0.42 5.24  0.139
H -0.24 -5.80 1.73  0.043
H -0.19 -5.35 3.42  0.031
H 1.20 -4.87 2.39  0.028
H -1.89 -3.98 0.00  0.046
H -1.58 -2.17 0.06  0.043
H -0.28 -3.35 -0.27  0.017
H 1.18 -2.12 0.47  0.106
H 2.73 -2.01 0.92  0.056
C 6.99 -3.24 -1.59  -0.103
C 7.15 -3.87 -0.23  -0.103
O 5.93 -3.50 0.43  0.065
C 5.01 -3.25 -0.52  -0.549
O 3.85 -3.08 -0.31  0.121
O 5.56 -3.23 -1.75  0.083
H 7.46 -3.81 -2.38  0.140
H 7.35 -2.21 -1.62  0.138
H 7.20 -4.96 -0.27  0.139
H 8.01 -3.50 0.31  0.139
C -0.55 -1.30 -4.87  -0.099
C 0.32 -1.88 -3.78  -0.109
O -0.53 -1.82 -2.63  0.042
C -1.81 -1.80 -3.07  -0.563
O -2.76 -1.92 -2.36  0.140
O -1.87 -1.64 -4.41  0.072
H -0.35 -1.74 -5.84  0.138
H -0.46 -0.22 -4.94  0.136
H 0.59 -2.92 -3.97  0.100
H 1.23 -1.31 -3.63  0.137
C 6.29 4.67 3.08  -0.100
C 6.31 3.47 3.98  -0.095
O 5.28 2.64 3.42  0.044
C 5.14 2.99 2.12  -0.561
O 4.48 2.38 1.32  0.129
O 5.82 4.12 1.83  0.057
H 7.27 5.12 2.96  0.104
H 5.58 5.43 3.41  0.127
H 7.26 2.93 3.94  0.127
H 6.09 3.72 5.02  0.136
C 2.89 5.85 5.13  -0.129
C 2.10 6.21 6.36  -0.120
O 2.96 5.79 7.42  0.069
C 4.23 5.77 6.94  -0.562
O 5.19 5.62 7.60  0.180
O 4.24 5.94 5.59  0.034
H 2.72 6.54 4.30  0.136
H 2.70 4.83 4.79  0.126
H 1.93 7.29 6.45  0.138
H 1.14 5.70 6.41  0.133
C 0.03 -5.96 -2.50  -0.120
C -0.03 -7.24 -3.30  -0.111
O -0.39 -6.77 -4.61  0.080
C 0.00 -5.48 -4.70  -0.556
O 0.00 -4.84 -5.70  0.177
O 0.39 -4.99 -3.48  0.024
H 0.77 -6.00 -1.71  0.133
H -0.94 -5.69 -2.07  0.129
H 0.93 -7.74 -3.36  0.137
H -0.77 -7.94 -2.93  0.138
C 6.82 5.09 -1.20  -0.130
C 5.46 4.96 -1.84  -0.123
O 5.16 6.30 -2.21  0.063
C 6.34 6.97 -2.33  -0.561
O 6.45 8.06 -2.78  0.176
O 7.38 6.22 -1.86  0.058
H 7.44 4.21 -1.34  0.133
H 6.75 5.30 -0.13  0.115
H 5.49 4.34 -2.74  0.133
H 4.71 4.56 -1.16  0.127
C 11.87 4.56 1.81  -0.112
C 11.19 5.82 1.34  -0.109
O 9.86 5.66 1.85  0.068
C 9.93 4.82 2.91  -0.540
O 9.02 4.62 3.66  0.138
O 11.15 4.25 3.01  0.079
H 12.93 4.71 2.03  0.137
H 11.76 3.74 1.11  0.134
H 11.63 6.72 1.77  0.139
H 11.18 5.92 0.26  0.137
C -5.71 -2.09 -3.96  -0.117
C -6.00 -3.40 -4.64  -0.118
O -7.20 -3.13 -5.35  0.069
C -7.27 -1.78 -5.55  -0.549
O -8.06 -1.25 -6.25  0.153
O -6.30 -1.14 -4.85  0.071
H -4.64 -1.90 -3.84  0.103
H -6.19 -2.01 -2.98  0.138
H -5.22 -3.68 -5.36  0.135
H -6.13 -4.22 -3.94  0.133
C -10.76 0.88 -8.02  -0.113
C -10.57 0.26 -6.66  -0.131
O -11.74 0.68 -5.96  0.070
C -12.69 0.95 -6.88  -0.560
O -13.84 1.17 -6.62  0.153
O -12.18 0.94 -8.13  0.059
H -10.33 0.28 -8.82  0.136
H -10.35 1.89 -8.08  0.134
H -10.55 -0.83 -6.70  0.127
H -9.67 0.60 -6.16  0.120
C -2.12 -2.50 10.53  -0.129
C -2.66 -1.11 10.30  -0.134
O -2.35 -0.44 11.52  0.062
C -1.30 -1.10 12.09  -0.560
O -0.68 -0.70 13.02  0.179
O -1.04 -2.27 11.44  0.061
H -1.76 -2.97 9.62  0.124
H -2.84 -3.16 11.01  0.135
H -2.16 -0.60 9.48  0.121
H -3.73 -1.11 10.12  0.134
C -16.04 -0.26 -8.68  -0.128
C -16.31 1.22 -8.63  -0.127
O -16.68 1.52 -9.99  0.062
C -17.14 0.36 -10.54  -0.569
O -17.68 0.30 -11.59  0.161
O -16.90 -0.70 -9.73  0.057
H -16.28 -0.75 -7.74  0.133
H -15.01 -0.49 -8.94  0.128
H -17.14 1.48 -7.98  0.136
H -15.43 1.80 -8.34  0.112

Calculated values
largest force on an atom = 2.7 eV/Å
2S+1 = 1
LUMO energy = -3.92 eV
total charge = +1
frontier orbital gap = 6.982 eV
highest occupied orbital energy = -10.905 eV
DFT total energy = -130421.031 eV